65
Properties=species:S:1:pos:R:3:forces:R:3:lowdin_charge:R:1 method="wB97M-V/def2-TZVPD" lumo_ev="-3.794 / -3.794" e_homo_ev="-10.264 / -10.264" de_lowest_ev=0.000 total_charge=+1 homo_lumo_gap_ev="6.47 / 6.47"
N 0.018272 1.558622 2.084747 0.437 0.183 0.115 0.01
C -3.603126 0.147693 -2.627241 -0.014 0.075 -0.010 -0.01
H 2.015318 -0.433660 1.823805 0.004 0.076 -0.008 0.09
C 2.633515 3.640116 -0.884289 -0.067 -0.049 0.034 -0.08
C -0.711743 -5.432153 -0.314627 0.015 -0.043 0.019 -0.06
N -1.253298 0.669788 -1.963072 0.015 0.209 0.065 -0.32
N -0.873717 -1.857415 -1.315812 0.444 0.011 -0.012 -0.08
H 0.944526 2.800702 0.138818 -0.021 -0.043 0.173 0.08
H 1.558271 -4.070188 1.767091 0.015 0.005 0.013 0.11
H 0.423554 3.998906 6.716115 0.003 -0.006 -0.013 0.11
C 1.306627 3.771790 4.769444 0.044 0.005 -0.078 -0.08
H -1.777576 -4.408193 -1.852536 0.519 -0.146 0.188 0.10
H 2.106147 4.470524 4.978006 -0.016 -0.002 0.002 0.11
C 0.806748 -4.129778 0.992682 0.035 0.047 -0.049 -0.02
H -1.155774 -6.384476 -0.573665 0.023 0.002 0.013 0.11
C -0.722226 1.984705 4.284560 -0.073 -0.012 -0.014 -0.48
H -1.403816 2.391007 6.293948 0.016 -0.001 -0.027 0.11
C -4.439847 -2.070702 -2.354634 0.014 -0.070 0.031 -0.06
H -2.357669 2.482069 -2.191647 0.028 0.006 -0.037 0.09
C -2.379788 -0.263019 -2.127111 -0.255 0.673 -0.299 -0.25
C 0.451909 -3.003095 0.265539 0.299 -0.064 0.301 -0.21
C 0.208483 -5.349456 0.720139 0.003 0.055 0.020 -0.06
H 2.141451 -1.954529 -1.476718 0.004 -0.025 0.001 0.09
N 1.183066 -1.730816 0.400853 0.212 0.032 -0.052 -0.31
C 3.649155 3.364962 -1.783348 -0.017 -0.006 -0.010 -0.69
H -5.599371 -0.439899 -3.140355 0.017 -0.007 0.005 0.11
C -0.535209 -3.059908 -0.710468 -0.093 -0.053 0.146 -0.23
H 0.232925 1.525273 -3.195000 0.167 0.121 0.024 0.07
C -0.670000 2.605200 5.527890 0.011 0.042 0.022 -0.08
C -4.641972 -0.761770 -2.754574 0.020 0.129 -0.035 -0.06
H 0.704794 -1.458325 2.437005 -0.002 -0.015 -0.016 0.09
H 1.991226 3.356417 2.774446 -0.038 -0.009 -0.013 0.10
C -0.579091 0.815276 -3.276798 -0.202 -0.085 -0.095 -0.04
C 1.245396 3.156383 3.534016 0.006 -0.005 0.030 -0.02
H -0.203303 -0.157066 -3.598695 -0.012 0.025 0.008 0.10
C 3.733494 2.099429 -2.344461 -0.075 -0.022 0.025 -0.08
C -2.149262 -1.580771 -1.781320 -0.281 -0.377 0.088 -0.27
H 3.021773 -0.947925 -0.280373 -0.029 -0.035 -0.026 0.08
H -3.764456 1.179533 -2.909371 -0.008 -0.030 0.004 0.11
C 0.211700 2.252821 3.284216 0.229 0.063 -0.276 -0.32
H -5.248447 -2.787853 -2.408812 0.001 0.020 0.001 0.11
S -1.570513 -0.288832 0.919723 0.236 -0.038 0.192 0.79
H -2.206335 1.875272 -0.522537 0.018 0.020 -0.069 0.07
Rh 0.078090 -0.300760 -0.659430 -0.422 -0.229 -0.224 0.94
H 2.320800 -2.151661 2.144460 0.016 0.006 0.022 0.09
C 1.745304 2.626272 -0.564014 0.009 0.108 0.035 -0.13
Br 4.886532 4.687701 -2.250289 0.051 0.048 -0.013 0.83
H 2.827940 0.168074 -2.402752 0.003 0.055 0.030 0.11
N 1.814015 1.396606 -1.083462 -0.287 -0.145 0.252 0.00
S -1.849870 0.808344 3.700610 -0.245 -0.310 0.100 1.05
H -3.102296 -3.502242 -1.517284 -0.334 0.574 -0.092 0.09
H 4.506257 1.846202 -3.056127 -0.022 0.010 0.007 0.11
H 2.526580 4.618254 -0.435884 0.013 -0.032 -0.012 0.11
C 1.582715 -1.429297 1.796669 -0.189 0.037 -0.066 -0.06
C 0.354720 3.503003 5.757099 -0.032 -0.018 0.034 -0.08
C -0.988444 0.764449 2.186144 -0.193 0.065 -0.207 -1.04
H -0.818155 2.627972 -1.346227 0.038 0.000 0.019 0.07
C 2.414438 -1.840236 -0.425233 0.089 -0.073 0.128 -0.06
C -1.082149 -4.306195 -1.027021 0.062 -0.284 -0.231 -0.02
H 2.980578 -2.720890 -0.120280 0.073 -0.015 -0.023 0.11
H -1.301622 1.172928 -4.011652 0.031 0.016 -0.063 0.11
C 2.791720 1.161954 -1.967769 0.005 -0.208 -0.050 -0.15
C -1.694882 1.999129 -1.474356 0.019 -0.031 -0.042 -0.06
H 0.477694 -6.224368 1.295906 -0.006 0.014 -0.029 0.11
C -3.211774 -2.481898 -1.864687 -0.307 -0.245 0.047 0.00


73
Properties=species:S:1:pos:R:3:forces:R:3:lowdin_charge:R:1 method="wB97M-V/def2-TZVPD" smiles="C[C@H](F)CN(C)C(=O)OS(=O)(=O)C(F)(F)F.CC#N.CC#N.CC#N.CC#N.CC#N.CC#N.CC#N.CC#N" lumo_ev=-1.696 e_homo_ev=-9.804 homo_lumo_gap_ev=8.11
H -9.645890 -4.260946 -1.178070 0.179 -0.108 -0.062 0.07
H 3.602126 -0.071744 -0.329868 -0.032 0.166 0.147 0.08
C 6.402315 0.928705 2.143811 0.372 0.239 -1.149 -0.07
N 2.351847 1.673319 2.198931 3.473 -2.567 -9.114 0.10
N 7.221152 1.489894 -0.453897 -3.007 -2.041 9.377 0.09
C -8.608359 -5.023713 2.136867 -4.817 -6.510 1.916 -0.21
N 8.439459 -1.697097 -4.984426 2.083 8.703 4.597 0.07
C 3.231638 0.957082 -0.340061 -0.311 0.202 1.074 -0.09
H 8.376764 1.500695 -4.105087 0.095 -0.230 0.034 0.06
H -9.566359 -5.549069 -2.404695 0.187 0.097 0.117 0.08
N 0.595430 2.357038 -0.479772 -2.232 10.405 -2.393 0.10
F -6.548964 -1.573702 0.512555 5.423 1.114 -0.196 0.03
H -1.344282 -0.093199 4.174321 -1.027 -1.345 -1.957 0.10
C 9.017866 0.706911 -3.711750 -0.191 -1.207 -0.553 -0.11
H 0.142086 1.373253 2.386735 -2.064 -0.535 -1.538 0.11
H 9.409806 5.525080 -6.131001 0.008 -0.157 0.173 0.08
H 1.280121 -4.408324 -0.240877 -0.160 -0.052 0.163 0.07
H 4.039160 1.623111 -0.656500 -0.087 -0.066 0.166 0.07
C -2.142050 2.618044 3.146387 -0.771 1.845 1.110 -0.08
H -9.057536 -3.893618 -2.817975 0.127 -0.130 0.146 0.08
N -6.479198 -5.246943 -1.229351 -9.409 2.231 -2.873 0.10
C 8.701647 -0.607014 -4.407354 -1.762 -7.199 -3.792 -0.21
H -0.351393 -4.999722 -0.639362 0.074 0.019 0.214 0.07
C 0.281393 3.564760 -0.660952 1.999 -7.825 1.137 -0.10
H 5.320789 1.064007 2.231247 0.136 0.026 -0.095 0.05
H 8.362755 5.637808 -4.695258 0.159 -0.168 -0.023 0.08
H 6.903178 1.600866 2.846081 -0.037 -0.063 -0.225 0.08
C -2.861829 2.224663 0.754994 -1.777 8.488 0.465 -0.28
H -2.797329 3.611918 3.057517 1.570 -2.165 0.238 0.12
H 6.653790 -0.104469 2.399023 0.009 0.167 -0.164 0.08
C -1.865201 -0.747382 3.322629 0.106 0.580 0.858 -0.07
O -4.901165 0.941930 2.243926 1.130 -2.334 -5.361 -0.30
H -0.742863 5.110248 -1.757303 0.104 -0.172 0.157 0.08
H -1.973336 -0.816860 1.048032 1.663 1.034 1.311 0.13
N -9.341375 -6.007908 2.426840 5.839 7.892 -2.361 0.08
H -7.251344 -3.445842 2.692071 -0.164 -0.125 -0.075 0.08
C -7.724809 -3.837312 1.787508 -0.705 -1.045 0.338 -0.11
C -0.008185 -4.682862 1.463308 -2.672 2.168 7.679 -0.20
H -1.719308 -1.868315 3.663168 -0.227 2.214 -1.205 0.09
C 9.886015 4.120164 -4.569339 5.510 -4.514 4.360 -0.19
F 0.007408 -1.244790 1.729648 -2.213 1.891 -0.001 -0.14
H -3.019167 -0.489239 3.358184 2.368 -0.511 -0.212 0.07
H -8.325869 -3.046819 1.329582 -0.004 -0.223 0.129 0.07
F -4.692982 -1.592772 -1.012805 -1.401 1.174 5.184 0.02
C -1.234756 -0.390688 1.853306 0.077 -1.388 1.229 -0.23
C -9.075210 -4.648130 -2.026635 1.163 -0.270 0.332 -0.07
O -6.158624 1.295297 0.120592 5.273 -3.344 0.915 -0.28
H -0.269383 1.204804 0.541804 -1.322 -0.412 2.882 0.08
C -0.097285 5.020514 -0.879223 0.294 -1.172 0.252 -0.05
C 2.750855 1.348573 1.047684 -2.575 2.097 7.499 -0.22
S -4.912330 0.605748 0.726996 -4.806 6.307 3.607 0.92
C -5.108179 -1.251559 0.394968 0.064 -3.717 -1.429 -0.25
H 8.845569 0.610311 -2.636189 -0.056 -0.041 -0.191 0.05
C -7.656294 -4.975410 -1.590947 7.750 -1.804 2.351 -0.20
H 8.157688 4.292351 -5.843251 0.183 0.021 0.123 0.07
H -6.947077 -4.146195 1.083561 -0.214 -0.097 0.120 0.04
O -3.407131 3.436541 0.451407 3.222 -8.169 1.668 0.00
H -0.630934 5.402177 -0.004464 0.060 -0.221 -0.093 0.08
N 10.713747 3.432929 -3.911613 -6.643 5.577 -5.301 0.10
H 2.407647 1.031713 -1.054987 0.111 0.019 0.337 0.05
F -4.277054 -2.010455 1.362458 -3.246 2.502 -3.570 0.03
H 10.063769 0.976659 -3.881973 -0.227 -0.104 -0.039 0.05
C -0.744971 1.144970 1.635086 1.356 -1.629 -0.656 -0.17
H -2.802609 1.848252 3.731916 1.450 1.220 -1.274 0.09
C 6.849930 1.235380 0.724006 2.464 1.672 -7.747 -0.20
H -1.143815 2.871180 3.749983 -2.248 -0.674 -1.448 0.13
N -0.407193 -4.358117 2.614556 3.182 -2.651 -9.265 0.09
O -3.431958 1.081569 0.026761 -0.877 -0.436 1.793 -0.17
N -1.749554 2.230297 1.753959 -2.249 -2.265 -1.788 -0.11
H 0.843087 -6.103179 0.085756 -0.098 0.177 0.109 0.07
C 8.888176 4.948576 -5.361998 0.821 -0.669 0.654 -0.08
H 0.803343 5.620411 -1.036745 -0.067 -0.232 0.038 0.08
C 0.472599 -5.074353 0.075562 -0.384 0.339 1.151 -0.08


5
Properties=species:S:1:pos:R:3:forces:R:3:lowdin_charge:R:1 method="wB97M-V/def2-TZVPD" lumo_ev="-3.873 / -3.873" e_homo_ev="-7.898 / -7.895" de_lowest_ev=3.695 homo_lumo_gap_ev="4.02 / 4.02"
Si 0.840761 -0.033720 0.210579 -1.374 -0.246 -0.465 0.27
I 1.292058 -2.345284 0.208302 0.118 -0.431 0.213 0.45
H -0.714677 0.233140 0.148052 0.145 0.682 0.476 -0.23
I -3.157608 1.709099 0.271962 0.862 -0.540 -0.129 -0.34
H 1.739464 0.436765 -0.838895 0.248 0.534 -0.096 -0.15


25
Properties=species:S:1:pos:R:3:forces:R:3:lowdin_charge:R:1 method="wB97M-V/def2-TZVPD" lumo_ev="-1.901 / -1.906" e_homo_ev="-7.443 / -7.437" de_lowest_ev=1.547 homo_lumo_gap_ev="5.54 / 5.53"
O 1.250494 -2.078559 0.011286 0.538 -0.631 -0.244 -0.22
H -0.837636 0.160369 2.350924 -0.201 -0.268 -0.155 0.15
H -2.993415 -0.445153 3.129337 0.011 -0.056 -0.080 0.07
N 0.566656 -1.250473 0.716223 -0.864 -0.496 0.642 -0.46
C -0.593759 -1.623408 1.210419 -0.072 0.459 -0.117 -0.02
H -0.970824 -2.596452 0.954085 0.062 -0.144 -0.081 0.12
C 3.414918 -0.338460 -1.826386 -1.183 -0.979 -0.127 -0.33
H -2.081293 1.129148 -2.079862 -0.077 -0.059 -0.247 0.11
N -2.554304 -1.133662 2.529829 -0.081 -0.204 0.138 0.05
O 1.034998 -0.101955 0.894739 0.479 0.854 0.043 -0.09
H -2.118359 2.217782 0.110225 0.156 0.090 -0.127 0.12
H -0.519282 1.547573 0.561266 -0.195 0.060 -0.053 0.11
C 1.314459 0.879435 -1.892875 -0.439 -1.802 -0.572 -0.50
C -1.201027 1.144466 -1.456260 -0.130 0.158 -0.032 -0.02
N 2.352908 1.701271 -1.907360 0.988 1.190 0.157 0.06
S 1.836828 -0.886486 -1.852320 0.794 1.221 -0.267 1.24
C 3.488160 1.061299 -1.846071 -0.380 0.641 0.091 -0.20
H 4.243096 -1.017062 -1.770006 0.147 -0.161 -0.041 0.07
H -2.791271 -0.265927 0.201441 -0.021 -0.045 0.087 0.12
C 0.008246 1.140942 -1.898474 0.054 -0.480 0.965 0.05
H 4.410169 1.617599 -1.811929 0.154 0.017 -0.002 0.12
N -2.099750 0.249550 0.726308 -0.399 -0.060 0.099 -0.01
C -1.467160 -0.545793 1.779166 0.365 0.354 -0.245 -0.42
H -2.224014 -1.900692 3.100444 0.033 0.024 0.049 0.07
C -1.468839 1.334648 0.065850 0.259 0.317 0.119 -0.20


11
Properties=species:S:1:pos:R:3:forces:R:3:lowdin_charge:R:1 method="wB97M-V/def2-TZVPD" smiles="O=CC1(C=O)CO1" lumo_ev=0.321 e_homo_ev=-10.163 de_lowest_ev=2.387 homo_lumo_gap_ev=10.48
H -0.946172 -1.122923 1.605063 0.125 0.096 -0.131 0.13
O 1.887187 1.223311 -0.512904 -0.328 -0.477 -0.219 0.09
C 1.249655 0.228879 -0.756561 0.280 0.359 0.210 -0.16
C -0.180470 -1.140254 0.829385 0.043 -0.096 0.210 -0.05
O -1.927827 1.350078 -0.800905 0.313 -0.178 0.334 0.11
H 1.603398 -0.575535 -1.434694 0.040 0.090 0.098 0.15
C -0.101294 -0.044811 -0.148265 0.041 0.146 0.048 -0.38
H -0.754352 1.879345 0.750559 0.057 0.014 -0.067 0.14
H 0.731125 -1.684870 1.077963 -0.182 -0.002 -0.097 0.13
O -0.666506 -1.286770 -0.495597 -0.011 -0.079 -0.167 0.02
C -1.007237 1.162739 -0.050713 -0.378 0.127 -0.217 -0.16